(1)
DFT (the ωB97M-V functional and the def2-TZVPD basis) results for a molecular structure, C28H25BrCoOSi at a distorted geometry.

Each line ends with the Mulliken spin population.
Atoms and positions in Å:
C1 -2.4395 -0.3632 -3.3882  0.09
C2 -2.2369 -0.9710 -2.1038  0.19
C3 -2.0974 0.0733 -1.1400  0.18
H1 -2.0088 -2.0264 -1.8816  0.00
C4 -2.3616 1.3004 -1.7639  0.19
C5 -2.4440 1.0995 -3.1895  0.07
H2 -2.6352 1.8677 -3.8779  0.02
H3 -2.5964 -0.9025 -4.3181  -0.02
H4 -2.0540 0.0021 -0.0783  0.01
H5 -2.3769 2.2807 -1.2602  0.00
Co1 -0.7152 0.4301 -3.1070  2.44
Br1 0.5406 2.4382 -2.0361  0.18
C6 1.1727 0.6207 -4.4868  0.18
C7 0.0229 1.3094 -4.9818  0.06
C8 -1.0164 0.3237 -5.1275  0.12
H6 -0.0500 2.3462 -5.3269  0.00
C9 -0.4360 -0.9767 -4.8685  0.14
C10 0.9122 -0.7964 -4.5140  0.10
H7 1.7152 -1.5552 -4.4473  0.01
H8 2.1719 1.0747 -4.3716  0.01
H9 -1.9784 0.5362 -5.5454  -0.03
H10 -0.9309 -1.9301 -5.0662  0.00
O1 0.3285 -0.7381 -0.6041  0.02
Si1 0.5326 -0.4133 0.9075  0.02
C11 0.2787 -1.9549 1.9118  0.00
C12 -0.7921 -2.8493 1.6968  0.00
C13 -0.9180 -4.0241 2.4578  0.00
C14 0.0667 -4.3362 3.4092  0.00
C15 1.1227 -3.4455 3.6626  0.00
C16 1.2271 -2.2345 2.9176  0.00
C17 2.0952 0.4496 1.3704  0.00
C18 2.1804 1.4206 2.3785  0.00
C19 3.4693 1.9547 2.6533  0.00
C20 4.5932 1.4592 1.9623  0.00
C21 4.5032 0.4605 0.9815  0.00
C22 3.2162 -0.0125 0.6459  0.00
C23 -0.6504 0.7770 1.7506  -0.01
C24 -1.3466 0.4492 2.9491  0.00
C25 -2.2209 1.3615 3.5849  0.00
C26 -2.5386 2.5860 3.0177  0.00
C27 -1.9336 2.9116 1.7865  0.00
C28 -0.9684 2.0489 1.2082  0.01
H11 -1.5497 -2.6512 0.9375  0.00
H12 -1.7379 -4.7358 2.2923  0.00
H13 0.0538 -5.2915 3.9629  0.00
H14 1.9170 -3.6814 4.4080  0.00
H15 2.0738 -1.5366 3.1036  0.00
H16 1.2964 1.8037 2.9406  0.00
H17 3.5453 2.8068 3.3601  0.00
H18 5.5720 1.9175 2.1560  0.00
H19 5.4025 0.1375 0.4565  0.00
H20 3.0775 -0.6942 -0.1864  0.00
H21 -1.2228 -0.5558 3.3653  0.00
H22 -2.7505 1.0336 4.4955  0.00
H23 -3.2974 3.2339 3.4512  0.00
H24 -2.2923 3.8029 1.2430  0.00
H25 -0.4907 2.3589 0.2464  0.00

Atoms 1-2, force components in eV/Å:
C -3.197 -0.330 1.221
C 0.503 0.374 0.059

Summary:
2S+1 ... 5
Charge ... -1
Expectation value of S² ... 6.035
Orbital gap (alpha / beta) ... 6.87 / 7.33 eV
LUMO (alpha / beta) ... 2.7501 / 2.3851 eV

(2)
DFT (the ωB97M-V functional and the def2-TZVPD basis) results for 2 unconnected molecules or ions with the total composition C4H2 at a distorted geometry.

Each line ends with the natural charge from an NBO analysis.
Atoms and positions in Å:
C1 -1.6212 0.8731 -1.0233  -0.09
C2 -2.2288 0.4243 -1.9325  -0.01
C3 -0.1713 -0.0229 1.0752  0.30
C4 1.0146 -0.3429 0.6558  -0.77
H1 1.8839 0.3875 0.8279  0.30
H2 1.1228 -1.3191 0.3969  0.28

Atoms 1-2, force components in eV/Å:
C 2.258 1.246 3.421
C -2.116 -1.425 -3.185

Summary:
Energy above the lowest of the compared OMol25 structures with the same formula, charge and spin ... 8.941 eV
Orbital gap (alpha / beta) ... 7.94 / 8.43 eV
LUMO (alpha / beta) ... -2.5701 / -2.3756 eV

(3)
DFT (the ωB97M-V functional and the def2-TZVPD basis) results for a single C12H16N2O4 molecule at a distorted geometry.

Each line ends with the natural charge from an NBO analysis.
Atoms and positions in Å:
C1 -4.7946 -1.3512 -0.1203  -0.61
C2 -3.5749 -0.5156 0.2362  -0.14
N1 -3.5594 0.8558 -0.3504  -0.85
C3 -2.2612 -1.2529 -0.0967  0.69
O1 -2.2933 -2.2346 -0.8186  -0.61
N2 -1.0421 -0.7257 0.2990  -0.64
C4 -0.8567 0.6353 0.7526  -0.14
C5 0.4453 0.6496 1.6540  -0.43
C6 1.6761 0.2605 0.9734  -0.06
C7 2.0706 -1.1523 1.0086  -0.20
C8 3.2078 -1.5372 0.3319  -0.28
C9 3.9796 -0.6181 -0.4118  0.30
O2 5.1443 -0.9605 -1.0469  -0.65
C10 3.5571 0.6884 -0.4314  -0.26
C11 2.4312 1.1245 0.2013  -0.19
C12 -0.6618 1.6464 -0.3840  0.79
O3 -0.6696 1.3869 -1.5409  -0.59
O4 -0.5936 2.8774 0.0776  -0.68
H1 -4.7204 -2.3745 0.3595  0.22
H2 -5.6256 -0.8259 0.3543  0.20
H3 -4.9335 -1.4624 -1.1671  0.22
H4 -3.5838 -0.3650 1.2970  0.19
H5 -4.4653 1.3642 -0.3509  0.37
H6 -3.4166 0.7835 -1.3513  0.36
H7 -0.2730 -1.2882 -0.0967  0.42
H8 -1.7716 1.0265 1.3773  0.26
H9 0.2455 -0.0626 2.4915  0.22
H10 0.4994 1.6505 2.1039  0.23
H11 1.5244 -1.9399 1.5464  0.22
H12 3.5641 -2.5573 0.4529  0.21
H13 5.3324 -1.8467 -0.7502  0.48
H14 4.1554 1.3819 -0.9873  0.22
H15 2.1280 2.1392 0.0992  0.21
H16 -0.4619 3.4481 -0.6707  0.50

Atoms 1-2, force components in eV/Å:
C 0.373 -0.766 1.903
C 0.082 0.537 -0.367

Summary:
SMILES string ... C[C@H](N)C(=O)N[C@@H](Cc1ccc(O)cc1)C(=O)O
Energy above the lowest of the compared OMol25 structures with the same formula, charge and spin ... 0.974 eV
Orbital gap ... 9.21 eV
LUMO ... 0.6454 eV

(4)
DFT (the ωB97M-V functional and the def2-TZVPD basis) results for a gas-phase ion, C9H18ClN2O2 (charge +1) at a distorted geometry.

Each line ends with the natural charge from an NBO analysis.
Atoms and positions in Å:
C1 0.2180 -0.8073 -1.8240  -0.65
C2 -0.5176 -0.9745 -0.5212  0.19
C3 -1.9476 -0.3801 -0.6516  -0.60
C4 -0.6847 -2.3551 -0.0818  -0.66
N1 0.2473 -0.2759 0.6482  -0.61
C5 0.9433 1.0801 0.5575  0.09
C6 1.2991 1.4350 2.0281  -0.63
C7 0.0734 2.2258 0.0243  -0.63
C8 2.1500 0.8912 -0.2851  -0.21
C9 3.2492 0.1533 -0.1429  0.04
Cl1 4.6329 0.4254 -1.1290  0.10
N2 3.5947 -1.0224 0.6971  0.53
O1 4.7121 -1.2901 0.9261  -0.24
O2 2.6140 -1.5921 1.1045  -0.41
H1 1.2961 -0.6472 -1.7236  0.23
H2 -0.1100 0.0782 -2.3345  0.22
H3 -0.0382 -1.6765 -2.4306  0.25
H4 -2.3555 -0.9426 -1.4139  0.24
H5 -1.8304 0.5972 -0.9049  0.21
H6 -2.4193 -0.5794 0.2308  0.20
H7 -1.2914 -2.8793 -0.7613  0.25
H8 -1.3206 -2.2654 0.7484  0.21
H9 0.1068 -2.9996 0.2517  0.24
H10 -0.5239 -0.4123 1.3326  0.44
H11 1.0362 -1.0318 0.7449  0.49
H12 2.1308 1.0352 2.5653  0.24
H13 0.3911 1.2285 2.6164  0.22
H14 1.5707 2.4774 2.1857  0.25
H15 -0.2252 2.0837 -0.9675  0.22
H16 0.4413 3.2106 0.0258  0.26
H17 -0.9135 2.3259 0.5715  0.24
H18 2.2188 1.6755 -1.0341  0.27

Atoms 1-2, force components in eV/Å:
C 0.412 -0.034 -0.198
C 0.249 2.157 -1.068

Summary:
Charge ... +1
SMILES string ... CC(C)(C)[NH2+]C(C)(C)/C=C(/Cl)[N+](=O)[O-]
Energy above the lowest of the compared OMol25 structures with the same formula, charge and spin ... 4.543 eV
Orbital gap ... 9.39 eV
LUMO ... -4.5154 eV